No. 1
The following is a quantum chemistry calculation of C5H11NO as an isolated structure, from OMol25.

As for the energy relative to the best compared isomer or geometry (same formula, charge and spin): 92.8 kcal/mol. For the electronic energy, the calculation gives -326.98344 Eh. As for the total charge: 0. For the HOMO energy, the calculation gives -9.7 eV.

Cartesian coordinates (Å):
O  -1.99260  0.50950  0.04897
N  -0.79573  -0.32118  -0.86412
C  -0.97962  -1.27938  1.48682
C  1.64487  -0.10578  -1.29928
C  0.51462  1.49793  0.31155
C  -1.56896  -0.77388  0.21280
C  0.33676  0.59308  -0.89599
H  2.03185  -0.74118  -0.49593
H  -0.26062  -2.06986  1.24065
H  -1.78751  -1.70430  2.08347
H  -0.45732  1.86696  0.64002
H  -0.48160  -0.48535  2.04225
H  1.53289  -0.70969  -2.20495
H  -2.30625  -1.44891  -0.21954
H  1.14866  2.34161  0.03105
H  0.03467  1.19610  -1.76009
H  2.39823  0.66895  -1.49977
H  0.98767  0.96539  1.14210

The Löwdin scheme yields these atomic charges, measured in e:
1. O -0.006
2. N 0.145
3. C -0.017
4. C -0.053
5. C -0.068
6. C -0.542
7. C -0.436
8. H 0.076
9. H 0.089
10. H 0.080
11. H 0.073
12. H 0.071
13. H 0.076
14. H 0.136
15. H 0.082
16. H 0.136
17. H 0.083
18. H 0.074

No. 2
The following is a quantum chemistry calculation of a 3-piece molecular cluster, C4H12N2O overall, from OMol25.

As for the energy relative to the best compared isomer or geometry (same formula, charge and spin): 171.3 kcal/mol. For the electronic energy, the calculation gives -344.11207 Eh. As for the total charge: 0. For the HOMO energy, the calculation gives -6.8 eV.

Cartesian coordinates (Å):
O  3.77956  1.33895  -0.08871
N  -3.87457  0.36608  -0.66284
N  2.10559  -0.98230  -0.91259
C  1.04936  -0.85804  0.04186
C  -3.15327  -0.49430  0.18822
C  0.49423  0.35546  0.21024
C  -0.51437  0.88214  1.02812
H  4.46467  1.12406  0.54478
H  -3.20583  0.83951  -1.25974
H  3.26949  0.55459  -0.34241
H  -2.59627  -1.24834  -0.38650
H  2.88438  -1.56384  -0.63432
H  1.77596  -1.27200  -1.82494
H  0.84475  1.09490  -0.51647
H  -1.10438  1.74739  0.79537
H  -2.40683  0.40550  0.38286
H  0.58429  -1.76172  0.41554
H  -3.64435  -0.86734  1.08164
H  -0.75241  0.33929  1.93987

The Löwdin scheme yields these atomic charges, measured in e:
1. O -0.076
2. N -0.032
3. N -0.011
4. C -0.183
5. C -0.235
6. C -0.208
7. C 0.006
8. H 0.025
9. H 0.008
10. H -0.028
11. H 0.080
12. H 0.084
13. H 0.090
14. H 0.114
15. H 0.050
16. H 0.077
17. H 0.103
18. H 0.073
19. H 0.064

No. 3
The following is a quantum chemistry calculation of C27H25Cl3N5O4PSSeTi as an isolated structure, from OMol25.

As for the energy relative to the best compared isomer or geometry (same formula, charge and spin): 7.0 kcal/mol. For the electronic energy, the calculation gives -6989.82559 Eh. As for the expectation value of S²: 0.7593. As for the spin multiplicity: 2. As for the total charge: -1. For the HOMO energy (alpha / beta), the calculation gives -4.3 / -4.5 eV.

Cartesian coordinates (Å):
Se  -0.82615  1.81198  -1.66023
Ti  -0.87745  0.30617  0.09376
Cl  -3.58252  -6.64722  -1.40534
Cl  0.24710  -3.96248  1.23159
Cl  -2.97543  -1.38059  -2.28956
S  2.62455  -2.07593  -1.16430
P  1.61825  0.96641  0.54544
O  -3.29099  -1.28671  2.66908
O  -0.68532  -1.63664  -0.36174
O  -2.89080  -0.30377  0.77535
O  -1.29163  -0.60332  2.17422
N  -2.51565  -0.75683  1.90944
N  1.29868  2.44898  1.36765
N  -0.98708  2.09027  1.52778
N  0.85883  -2.89720  -3.02573
N  1.25217  -0.73235  -3.06295
C  4.34995  -0.13155  3.43525
C  2.69525  -1.86799  3.24115
C  2.89394  1.60744  -0.59508
C  0.07019  2.84661  1.82464
C  -1.04822  -3.93736  0.07757
C  -2.40667  3.63393  2.68285
C  -0.05360  4.03037  2.56995
C  5.05071  1.48013  -1.66387
C  -2.74491  -5.14876  -1.08085
C  0.03804  -2.42501  -4.12625
C  -1.29906  4.42034  2.99600
C  -2.19499  2.48897  1.95070
C  3.83305  -1.35733  3.84436
C  3.72556  0.57646  2.42245
C  2.60507  2.75011  -1.34078
C  0.96571  -4.29741  -2.72304
C  2.06926  -1.15610  2.22539
C  -3.12662  -3.99099  -1.73252
C  2.58070  0.06725  1.80998
C  4.12042  0.97144  -0.76907
C  -1.36032  -2.71926  -0.56838
C  1.54977  -1.90272  -2.43672
C  -1.71126  -5.12607  -0.16549
C  4.76202  2.62230  -2.39638
C  3.53757  3.25481  -2.23495
C  0.13971  -0.90128  -3.99430
C  -2.45079  -2.81310  -1.47003
H  5.24104  0.26683  3.90475
H  2.06602  3.06278  1.59257
H  1.63337  3.21838  -1.24100
H  0.35910  -0.42305  -4.94887
H  -3.40532  3.90414  2.99241
H  -0.98668  -2.79014  -4.02376
H  1.18422  -1.55504  1.74377
H  -0.03331  -4.72535  -2.60919
H  4.32404  -1.91245  4.63437
H  1.51510  -4.40839  -1.79043
H  -3.94802  -3.99330  -2.43464
H  2.28796  -2.82065  3.55540
H  -0.76269  -0.45629  -3.57664
H  -1.41532  -6.02307  0.35932
H  5.99678  0.97071  -1.79652
H  1.22174  0.09573  -2.47696
H  3.29735  4.13642  -2.81597
H  4.34104  0.06601  -0.22324
H  1.49440  -4.83370  -3.51910
H  4.14100  1.52450  2.09711
H  -3.01984  1.85017  1.66184
H  0.43970  -2.78582  -5.08074
H  5.48683  3.01286  -3.10046
H  0.82934  4.61491  2.79354
H  -1.41339  5.33163  3.56970

The Löwdin scheme yields these atomic charges, measured in e:
1. Se 0.087
2. Ti 0.330
3. Cl 0.618
4. Cl 0.735
5. Cl 0.747
6. S 0.650
7. P 0.981
8. O 0.072
9. O -0.272
10. O -0.133
11. O -0.084
12. N -0.545
13. N -0.095
14. N -0.009
15. N -0.156
16. N 0.028
17. C -0.094
18. C -0.072
19. C -0.359
20. C -0.370
21. C -0.569
22. C -0.067
23. C -0.017
24. C -0.084
25. C -0.690
26. C -0.121
27. C -0.078
28. C -0.115
29. C -0.092
30. C -0.104
31. C -0.129
32. C -0.059
33. C -0.121
34. C -0.150
35. C -0.352
36. C -0.129
37. C -0.461
38. C -0.814
39. C -0.158
40. C -0.099
41. C -0.087
42. C -0.166
43. C -0.565
44. H 0.096
45. H 0.108
46. H 0.042
47. H 0.111
48. H 0.099
49. H 0.102
50. H 0.031
51. H 0.084
52. H 0.097
53. H 0.045
54. H 0.100
55. H 0.099
56. H 0.023
57. H 0.100
58. H 0.100
59. H 0.039
60. H 0.099
61. H 0.069
62. H 0.088
63. H 0.103
64. H 0.111
65. H 0.117
66. H 0.095
67. H 0.106
68. H 0.103

No. 4
The following is a quantum chemistry calculation of one molecule with the formula C10H13N3, from OMol25.

As for the energy relative to the best compared isomer or geometry (same formula, charge and spin): 135.7 kcal/mol. For the electronic energy, the calculation gives -552.90135 Eh. As for the total charge: 0. For the HOMO energy (alpha / beta), the calculation gives -6.7 / -6.7 eV.

Cartesian coordinates (Å):
N  0.44430  -0.38260  1.18763
N  1.46620  0.08969  1.90540
N  1.41465  -2.35268  -0.83032
C  2.20624  -1.41968  -0.72671
C  -0.29853  -1.53275  1.56291
C  2.46199  0.80753  1.34668
C  -1.27390  -1.77290  0.68643
C  -0.18198  0.22713  0.16904
C  3.18518  -0.55184  -0.56189
C  -2.67064  0.06924  -0.08161
C  -1.36133  -0.70482  -0.30595
C  3.19831  0.66653  0.19707
C  -0.10068  1.57855  -0.23962
H  0.92343  1.80052  -0.82126
H  4.14870  1.27996  -0.15289
H  0.55544  -2.31765  -1.35216
H  -0.92907  1.83639  -0.92966
H  -0.00367  2.20278  0.61972
H  0.06026  -2.15177  2.27001
H  -3.63859  -0.52784  -0.20058
H  -2.08833  -2.49798  0.86251
H  -2.66046  0.26034  1.03305
H  -2.74768  1.00176  -0.53114
H  4.06591  -0.62341  -1.12666
H  -1.12643  -0.99223  -1.32092
H  2.60942  1.66035  1.93838

The Löwdin scheme yields these atomic charges, measured in e:
1. N -0.095
2. N 0.053
3. N 0.151
4. C -0.161
5. C -0.002
6. C -0.236
7. C -0.065
8. C -0.235
9. C -0.146
10. C -0.050
11. C -0.293
12. C -0.148
13. C -0.036
14. H 0.133
15. H 0.133
16. H 0.047
17. H 0.090
18. H 0.086
19. H 0.092
20. H 0.107
21. H 0.133
22. H 0.115
23. H 0.033
24. H 0.081
25. H 0.135
26. H 0.077

No. 5
The following is a quantum chemistry calculation of C16H31NO2 as an isolated structure, from OMol25.

As for the energy relative to the best compared isomer or geometry (same formula, charge and spin): 395.3 kcal/mol. For the electronic energy, the calculation gives -832.89849 Eh. As for the total charge: 0. For the HOMO energy, the calculation gives -8.3 eV.

Cartesian coordinates (Å):
O  0.14377  -2.60326  -0.72787
O  -1.61757  -1.45096  -1.84247
N  -1.84450  -4.33975  0.12034
C  -0.68885  5.30513  -1.67123
C  -1.46223  6.11929  0.56126
C  -0.19298  -5.79648  1.07411
C  3.42695  0.08968  0.13286
C  -1.30030  -2.26557  -1.11415
C  1.18728  -1.59920  -1.23954
C  -1.14098  4.83611  -0.53325
C  -1.47643  -3.79866  1.57443
C  0.60826  2.86027  -0.49902
C  -2.11708  -3.47464  -0.81279
C  -0.73450  -5.24577  0.01141
C  1.88804  0.72364  -0.27771
C  1.58966  2.00357  0.19904
C  0.89803  -0.31015  0.09564
C  0.36562  4.14394  0.33736
C  -0.30665  -4.38532  1.91659
H  0.08351  -4.56938  3.13124
H  2.29499  2.61683  0.39343
H  1.16992  4.68834  0.19047
H  -1.90797  4.15462  -0.42160
H  -0.23188  -0.01363  -0.17340
H  -0.41437  4.34493  -2.42392
H  -2.36655  6.70758  0.23961
H  -0.04247  -4.80312  -0.52967
H  1.94115  -2.17558  -0.95257
H  -0.48316  6.74936  0.50049
H  2.12085  0.84527  -1.34393
H  0.19430  5.91618  -1.77223
H  -0.92958  -6.41917  2.02721
H  -2.34606  -3.91145  2.26760
H  -1.56898  -2.61740  1.47850
H  -1.59365  5.76592  1.44352
H  3.31523  0.09944  1.36429
H  -0.00713  4.02164  1.37902
H  0.64304  -1.22320  -2.11217
H  3.62988  -0.69213  -0.39539
H  -3.23021  -3.09135  -0.50663
H  0.80646  -0.86950  0.96190
H  0.78784  -6.19632  1.15109
H  -1.51128  5.78447  -2.15056
H  1.20758  1.89389  1.46472
H  0.58737  -3.78455  1.58654
H  -0.35221  2.15208  -0.40874
H  -2.38149  -3.93608  -1.75488
H  -1.45444  -6.26056  -0.45713
H  4.15117  1.07310  0.10059
H  0.66261  2.93792  -1.58239

The Löwdin scheme yields these atomic charges, measured in e:
1. O -0.168
2. O 0.178
3. N -0.123
4. C -0.210
5. C -0.031
6. C -0.178
7. C -0.005
8. C -0.421
9. C 0.035
10. C -0.328
11. C -0.201
12. C -0.232
13. C -0.219
14. C -0.340
15. C -0.441
16. C -0.300
17. C -0.059
18. C -0.066
19. C -0.260
20. H 0.185
21. H 0.035
22. H 0.038
23. H 0.097
24. H 0.130
25. H 0.145
26. H 0.076
27. H 0.073
28. H 0.051
29. H 0.105
30. H 0.140
31. H 0.093
32. H 0.201
33. H 0.121
34. H 0.151
35. H -0.038
36. H 0.127
37. H 0.110
38. H 0.109
39. H -0.039
40. H 0.191
41. H 0.067
42. H 0.101
43. H 0.080
44. H 0.211
45. H 0.106
46. H 0.143
47. H 0.144
48. H 0.204
49. H 0.115
50. H 0.098

No. 6
The following is a quantum chemistry calculation of C10H14BBrN6Sn as an isolated structure, from OMol25.

As for the energy relative to the best compared isomer or geometry (same formula, charge and spin): 67.9 kcal/mol. For the electronic energy, the calculation gives -3530.48214 Eh. As for the total charge: +2. For the HOMO energy (alpha / beta), the calculation gives -15.7 / -15.8 eV.

Cartesian coordinates (Å):
Sn  -0.86000  -2.23356  1.41842
Br  0.10928  -3.45996  -0.59495
N  0.88578  1.42183  -1.50736
N  -1.83700  -0.85359  -0.27939
N  0.27630  -0.19072  1.56255
N  2.11284  0.84300  -1.17979
N  -1.49367  0.30664  -0.95401
N  0.08143  1.03719  0.95075
C  2.24082  1.69840  -3.26639
C  2.89330  0.94032  -2.26086
C  -2.49498  0.59915  -1.82127
C  1.13952  -3.15802  2.39569
C  -3.00379  -1.30513  -0.79713
C  -3.47155  -0.38245  -1.73443
C  0.53368  1.43554  3.08893
C  0.99049  2.01786  -2.72810
C  0.59919  0.06508  2.86688
C  0.13733  2.00999  1.88998
B  -0.36258  1.31437  -0.52612
H  -2.46479  1.50912  -2.40231
H  -0.12736  3.03807  1.65637
H  2.63696  1.95854  -4.23044
H  0.76851  1.92997  4.01434
H  1.56944  -4.15197  2.21444
H  1.53323  -2.68513  3.29836
H  0.02030  -3.35792  2.61272
H  -4.40911  -0.42809  -2.25997
H  -0.86793  2.41646  -0.60037
H  3.87931  0.48256  -2.33012
H  1.44587  -2.55285  1.53015
H  0.22650  2.67515  -3.13225
H  0.77934  -0.71152  3.59016
H  -3.46667  -2.22832  -0.48449

The Löwdin scheme yields these atomic charges, measured in e:
1. Sn 1.143
2. Br 0.278
3. N 0.032
4. N -0.142
5. N -0.084
6. N 0.164
7. N -0.009
8. N -0.005
9. C 0.103
10. C -0.050
11. C -0.032
12. C -0.165
13. C -0.132
14. C -0.013
15. C -0.006
16. C 0.052
17. C -0.117
18. C 0.001
19. B -0.437
20. H 0.136
21. H 0.150
22. H 0.140
23. H 0.122
24. H 0.093
25. H 0.067
26. H -0.041
27. H 0.118
28. H 0.129
29. H 0.138
30. H -0.010
31. H 0.158
32. H 0.103
33. H 0.117

No. 7
The following is a quantum chemistry calculation of a 2-piece molecular cluster, C6H16N2 overall, from OMol25.

As for the energy relative to the best compared isomer or geometry (same formula, charge and spin): 225.0 kcal/mol. For the electronic energy, the calculation gives -347.36626 Eh. As for the total charge: 0. For the HOMO energy, the calculation gives -5.8 eV.

Cartesian coordinates (Å):
N  -2.57640  -1.63254  2.53202
N  -0.79407  0.07528  -0.31878
C  2.86815  2.27110  -1.10504
C  -2.43745  -0.83179  1.30035
C  -0.97236  -0.46108  0.96663
C  1.96431  1.19882  -0.49772
C  2.25105  0.61384  -1.75542
C  -0.49232  -1.08799  -1.30084
H  -0.46034  -1.50602  1.25358
H  -2.73532  -1.38837  0.45478
H  0.57827  -1.48071  -1.04375
H  2.65284  -0.41936  -1.83592
H  1.68493  0.60248  -2.64469
H  -0.52566  -0.73329  -2.44233
H  2.36883  1.03732  0.48720
H  -0.48389  0.24953  1.73815
H  -2.62007  -1.09571  3.50434
H  3.74904  2.13180  -0.49533
H  0.91551  1.42750  -0.30082
H  -1.95755  -2.35049  2.68540
H  -3.02385  0.10026  1.48207
H  -1.32426  -1.83109  -1.16454
H  3.20722  2.74688  -2.12044
H  2.47937  3.19264  -0.69811

The Löwdin scheme yields these atomic charges, measured in e:
1. N -0.041
2. N -0.164
3. C -0.125
4. C -0.294
5. C -0.433
6. C -0.226
7. C 0.000
8. C -0.188
9. H 0.114
10. H 0.069
11. H 0.069
12. H 0.099
13. H 0.078
14. H 0.082
15. H 0.128
16. H 0.106
17. H 0.117
18. H 0.090
19. H 0.097
20. H -0.006
21. H 0.115
22. H 0.060
23. H 0.159
24. H 0.095

No. 8
The following is a quantum chemistry calculation of C5H7N as an isolated structure, from OMol25.

As for the energy relative to the best compared isomer or geometry (same formula, charge and spin): 76.4 kcal/mol. For the electronic energy, the calculation gives -249.35142 Eh. As for the total charge: 0. For the HOMO energy, the calculation gives -9.5 eV.

Cartesian coordinates (Å):
N  0.04385  -1.72112  -1.07979
C  0.93475  -1.54544  0.03692
C  -0.22317  0.47663  0.15764
C  -0.81725  -0.83617  -1.11409
C  0.68162  -0.21845  0.78670
C  -0.81153  1.85806  0.35879
H  -1.30555  1.91412  1.37329
H  -1.42170  2.05369  -0.60359
H  -1.40090  -0.66017  -1.93259
H  1.58434  0.06332  1.33027
H  -0.09034  2.79429  0.37153
H  1.96891  -1.61346  -0.38923
H  0.85696  -2.56530  0.70415

The Löwdin scheme yields these atomic charges, measured in e:
1. N -0.025
2. C -0.262
3. C -0.178
4. C -0.011
5. C -0.109
6. C -0.111
7. H 0.081
8. H 0.085
9. H 0.051
10. H 0.108
11. H 0.100
12. H 0.114
13. H 0.156